The following is a DFT calculation (wB97M-V/def2-TZVPD) of C4H7NO as an isolated structure.

Structure (XYZ):
```
13
Properties=species:S:1:pos:R:3:mulliken_charge:R:1
C 0.80847 -1.16066 0.49257 -0.76
C 0.89406 0.23564 0.32382 -0.11
N 0.62358 0.63475 -1.04640 -0.52
C -0.82907 0.63659 -0.83588 -0.46
C -0.81842 -0.06241 0.55720 0.55
O -1.44793 0.16679 1.59129 -0.71
H 0.98906 -1.83359 -0.34756 0.33
H -0.71541 -1.26013 0.25195 0.11
H 0.85125 -1.57272 1.49574 0.34
H 1.32058 0.90616 1.06313 0.40
H 0.98603 1.55013 -1.28467 0.28
H -1.41311 0.13010 -1.61333 0.27
H -1.24908 1.62935 -0.64787 0.28
```

Computed properties:
- Energy relative to the best compared isomer or geometry (same formula, charge and spin): 5.084 eV
- Orbital gap: 8.68 eV
- Energy: -7794.5606 eV
- Total charge: 0